1.
Entry from the Open Molecules 2025 dataset: a structure of composition C35H30BrCaN6O4 (the ωB97M-V functional and the def2-TZVPD basis).

Output
Maximum force ... 0.379 eV Å⁻¹
Highest occupied orbital energy ... -4.21 eV
Relative energy (zero: lowest compared OMol25 entry of this formula, charge and spin) ... 0.149 eV
LUMO level ... 0.07492 Ha
Charge ... -1

Each line ends with the Löwdin charge.
Element x y z (Å)
Br (9.194, -0.692, -1.977)  0.70
Ca (-0.266, 0.305, 1.103)  1.44
O (1.489, -1.121, 1.134)  -0.22
O (-5.453, -0.768, 4.438)  0.09
O (-1.304, 0.505, 3.230)  -0.08
O (-3.844, -1.390, 0.025)  0.06
N (0.255, 2.500, 0.513)  -0.11
N (4.277, -3.654, -4.015)  0.06
N (-2.507, -0.501, 1.607)  0.07
N (-0.062, -0.917, -1.079)  0.04
N (-3.414, -0.087, 3.774)  0.22
N (3.112, -3.554, -3.592)  0.06
C (3.513, -2.997, -1.210)  -0.03
C (1.479, 3.123, 0.396)  -0.32
C (-0.544, -1.514, -3.335)  -0.05
C (0.643, -2.180, -3.450)  0.00
C (1.900, -1.687, 0.065)  -0.39
C (1.680, 4.366, -0.235)  -0.06
C (-1.064, 4.483, 1.167)  -0.05
C (1.103, -1.613, -1.157)  -0.14
C (5.376, -2.949, -3.426)  -0.30
C (7.638, -1.609, -2.569)  -0.70
C (-5.032, -2.797, 2.311)  -0.17
C (-3.428, 4.548, 0.664)  -0.13
C (3.088, -2.426, -0.017)  -0.01
C (4.077, 4.223, 0.055)  -0.14
C (-2.373, -0.020, 2.855)  -0.56
C (-3.303, 3.326, 0.024)  -0.12
C (2.779, -2.910, -2.379)  -0.25
C (-3.682, -1.039, 1.183)  -0.47
C (5.366, -1.560, -3.306)  -0.03
C (3.901, 2.988, 0.671)  -0.12
C (-0.859, -0.881, -2.120)  -0.13
C (6.496, -0.887, -2.879)  -0.12
C (-2.289, 5.117, 1.233)  -0.11
C (-4.840, -1.274, 2.170)  -0.32
C (1.515, -2.253, -2.341)  -0.10
C (-2.073, 2.688, -0.052)  -0.06
C (6.540, -3.651, -3.144)  -0.04
C (-6.014, 0.868, 1.424)  -0.07
C (2.639, 2.450, 0.842)  -0.05
C (7.672, -2.986, -2.697)  -0.14
C (-4.620, -0.700, 3.558)  -0.43
C (2.949, 4.898, -0.395)  -0.12
C (-6.120, -0.642, 1.599)  -0.18
C (-0.912, 3.238, 0.521)  -0.34
C (-3.810, -3.521, 2.866)  -0.07
H (-2.938, -3.374, 2.226)  0.08
H (-1.795, -0.347, -2.002)  0.10
H (0.825, 4.907, -0.620)  0.10
H (-0.199, 4.933, 1.639)  0.11
H (2.534, 1.481, 1.327)  0.09
H (-5.185, 1.126, 0.763)  0.06
H (6.488, 0.190, -2.780)  0.10
H (-4.384, 5.052, 0.717)  0.09
H (-6.926, 1.278, 0.991)  0.07
H (3.057, 5.856, -0.893)  0.09
H (-1.242, -1.459, -4.159)  0.10
H (-3.228, 0.302, 4.686)  0.16
H (-2.362, 6.069, 1.746)  0.09
H (-5.895, -2.960, 2.959)  0.12
H (-6.307, -1.119, 0.636)  0.12
H (3.682, -2.535, 0.881)  0.11
H (4.464, -1.008, -3.537)  0.12
H (-3.994, -4.593, 2.933)  0.07
H (-1.997, 1.751, -0.600)  0.08
H (4.441, -3.555, -1.206)  0.11
H (5.066, 4.643, -0.075)  0.08
H (-5.271, -3.176, 1.316)  0.12
H (8.576, -3.530, -2.462)  0.10
H (-3.559, -3.167, 3.869)  0.08
H (-6.940, -0.892, 2.274)  0.12
H (6.549, -4.725, -3.276)  0.11
H (4.762, 2.433, 1.027)  0.09
H (-5.848, 1.372, 2.380)  0.08
H (0.927, -2.668, -4.373)  0.11
H (-4.167, 2.866, -0.440)  0.09

2.
Entry from the Open Molecules 2025 dataset: a structure of composition C35H30BrGaN9SSe2 (the ωB97M-V functional and the def2-TZVPD basis).

Output
Maximum force ... 0.873 eV Å⁻¹
Highest occupied orbital energy ... -14.86 eV
Relative energy (zero: lowest compared OMol25 entry of this formula, charge and spin) ... 2.419 eV
LUMO level ... -0.37454 Ha
Charge ... +3

Each line ends with the Löwdin charge.
Element x y z (Å)
Br (-5.618, -4.280, 1.039)  0.83
Se (3.063, -2.737, 0.371)  1.25
Se (-1.186, 1.369, 1.231)  0.95
Ga (0.175, 0.172, -0.570)  0.35
S (2.795, 0.773, 1.545)  0.99
N (-2.266, 1.147, 3.823)  -0.11
N (-0.131, 2.129, -1.429)  0.01
N (2.050, 3.504, 0.953)  0.18
N (1.250, -0.066, -2.394)  0.07
N (1.799, 1.294, 0.243)  -0.32
N (-1.091, -1.017, -1.459)  -0.02
N (-0.850, -0.458, 3.550)  -0.09
N (3.409, -3.881, -0.864)  -0.19
N (1.420, -2.320, -0.272)  -0.19
C (1.969, -0.188, -5.053)  0.01
C (-0.993, 2.431, -2.404)  -0.06
C (0.808, 3.012, -1.079)  -0.21
C (0.163, -3.992, -3.344)  0.07
C (-0.927, 3.633, -3.087)  0.01
C (2.729, 0.550, -4.152)  0.00
C (-1.370, -0.584, 4.829)  0.00
C (-3.086, 2.335, 3.572)  -0.01
C (0.036, -3.122, -2.192)  -0.14
C (1.630, 2.572, 0.082)  -0.39
C (2.109, 3.239, 2.355)  -0.24
C (0.547, -0.814, -3.245)  -0.22
C (-0.553, -1.618, -2.617)  -0.23
C (-2.158, -1.755, -0.894)  -0.27
C (-4.019, -3.317, -1.100)  -0.09
C (0.964, 4.218, -1.732)  0.04
C (2.255, 1.614, 4.127)  -0.08
C (-2.989, -2.578, -1.670)  -0.03
C (1.250, -3.075, -1.337)  -0.30
C (2.331, 0.596, -2.833)  -0.07
C (2.375, -3.926, -1.683)  -0.36
C (-3.432, -2.467, 1.054)  -0.10
C (1.269, -4.744, -3.672)  0.00
C (-2.249, 0.421, 4.998)  0.00
C (2.374, -4.739, -2.842)  0.12
C (1.998, 2.617, 5.055)  -0.04
C (-2.413, -1.734, 0.481)  -0.05
C (-4.243, -3.268, 0.261)  -0.69
C (0.080, 4.529, -2.761)  0.02
C (2.336, 1.945, 2.784)  -0.45
C (-1.409, 0.604, 2.945)  -0.57
C (1.825, 4.235, 3.273)  0.01
C (1.794, 3.922, 4.627)  -0.04
C (0.865, -0.888, -4.589)  0.03
C (0.151, -1.368, 3.007)  -0.02
H (2.237, -0.219, -6.102)  0.13
H (-0.288, -2.343, 2.805)  0.11
H (-1.307, -1.846, -3.368)  0.14
H (0.250, -1.473, -5.265)  0.14
H (2.881, 1.167, -2.095)  0.12
H (-0.855, -3.457, -1.615)  0.17
H (-1.073, -1.373, 5.500)  0.14
H (3.252, -5.344, -3.054)  0.15
H (1.976, 2.381, 6.112)  0.12
H (3.614, 1.084, -4.471)  0.13
H (-1.781, -1.139, 1.110)  0.01
H (-1.748, 1.685, -2.625)  0.14
H (-2.866, 0.675, 5.843)  0.15
H (1.769, 4.895, -1.474)  0.14
H (-0.714, -4.062, -3.985)  0.15
H (-2.900, -2.621, -2.749)  0.12
H (-4.654, -3.929, -1.729)  0.12
H (-2.449, 3.189, 3.354)  0.09
H (-1.653, 3.862, -3.856)  0.13
H (1.608, 4.706, 5.350)  0.13
H (0.177, 5.466, -3.298)  0.14
H (-3.676, 2.544, 4.458)  0.11
H (1.641, 5.253, 2.942)  0.13
H (-3.751, 2.160, 2.730)  0.10
H (1.871, 4.467, 0.714)  0.15
H (0.961, -1.483, 3.725)  0.10
H (0.549, -0.954, 2.090)  0.01
H (2.438, 0.595, 4.450)  0.11
H (-3.603, -2.434, 2.124)  0.11
H (1.257, -5.375, -4.552)  0.14